(1)
CH2IOP | the ωB97M-V functional and the def2-TZVPD basis

Geometry as XYZ:
```
6
Properties=species:S:1:pos:R:3
C -0.02 -0.58 0.21
O 1.17 1.65 -0.70
P 0.38 1.18 0.53
I -2.09 -0.13 -0.20
H -0.08 -1.40 0.80
H 0.64 -0.72 -0.64
```

Its LUMO energy is -0.7527 eV. The energy relative to the best compared isomer or geometry (same formula, charge and spin) comes out at 6.4 kcal per mole. As for the orbital gap: 9.0 eV. The total charge is 0.



(2)
C9H24N3Si | the ωB97M-V functional and the def2-TZVPD basis

Geometry as XYZ:
```
37
Properties=species:S:1:pos:R:3
C 1.38 0.49 0.55
C -2.39 -3.26 0.05
C -3.85 0.50 -1.32
C 0.79 2.95 0.96
C 3.05 2.22 0.15
C 2.22 0.12 -1.63
C 2.49 -1.72 0.13
C -1.04 -2.43 0.03
C -2.97 1.34 -0.49
N 1.64 1.80 0.42
N 2.02 -0.37 -0.27
N 0.51 0.03 1.47
Si -0.89 -1.11 1.41
H -2.90 -3.15 1.01
H -3.11 -2.93 -0.83
H -2.07 -4.30 -0.29
H -4.01 -0.43 -0.81
H -4.90 0.87 -1.52
H -3.49 0.32 -2.43
H -0.21 2.55 1.11
H 1.23 3.36 1.91
H 0.79 3.92 0.35
H 3.40 2.88 0.89
H 3.73 1.46 0.20
H 3.17 2.65 -0.85
H 3.31 0.23 -1.86
H 1.90 -0.77 -2.18
H 1.45 0.88 -1.85
H 3.53 -1.76 0.10
H 2.17 -1.80 1.10
H 2.01 -2.45 -0.59
H -0.91 -2.32 -1.11
H -0.33 -3.12 0.41
H -3.52 1.58 0.50
H -2.08 1.88 -0.73
H 0.43 0.61 2.21
H -1.07 -1.47 2.81
```

Its LUMO energy (alpha / beta) is -3.4801 / -2.4680 eV. The energy relative to the best compared isomer or geometry (same formula, charge and spin) comes out at 95.9 kcal per mole. As for the orbital gap (alpha / beta): 7.2 / 7.6 eV. The total charge is +1.



(3)
C16H31BF5O3 | the ωB97M-V functional and the def2-TZVPD basis

Geometry as XYZ:
```
56
Properties=species:S:1:pos:R:3
C 3.96 -2.48 2.59
O 4.66 -3.10 1.53
C 5.52 -2.27 0.77
C 4.91 -1.89 -0.57
C 3.66 -1.01 -0.45
C 3.98 0.49 -0.31
C 3.25 1.20 0.83
C 1.71 1.19 0.78
C 1.06 1.04 -0.60
C -0.47 1.07 -0.53
C -1.11 -0.03 -1.39
B -0.86 -1.57 -0.89
C -1.83 -2.01 0.36
F -2.09 -3.37 0.35
F -3.09 -1.42 0.30
C -1.37 -1.74 1.82
F -0.04 -1.84 1.98
F -1.72 -0.49 2.22
F -1.93 -2.59 2.71
H 2.91 -2.78 2.55
H 4.37 -2.80 3.56
H 4.01 -1.39 2.53
H 5.78 -1.37 1.34
H 6.44 -2.84 0.61
H 4.68 -2.81 -1.12
H 5.68 -1.35 -1.14
H 3.07 -1.34 0.41
H 3.02 -1.18 -1.31
H 3.80 1.00 -1.26
H 5.06 0.60 -0.12
H 3.60 2.23 0.89
H 3.57 0.72 1.77
H 1.32 0.40 1.42
H 1.35 2.14 1.20
H 1.36 0.10 -1.05
H 1.42 1.85 -1.25
H -0.84 2.06 -0.82
H -0.78 0.93 0.51
H -0.74 0.07 -2.42
H -2.19 0.17 -1.45
H -1.16 -2.35 -1.79
H 0.30 -1.78 -0.58
O -3.46 4.15 -1.69
C -4.34 3.42 -1.33
O -4.02 2.31 -0.64
C -5.01 1.49 0.00
C -5.64 0.48 -0.95
C -5.79 3.68 -1.68
H -5.76 2.12 0.47
H -4.46 0.97 0.79
H -6.16 0.98 -1.77
H -6.35 -0.13 -0.41
H -4.87 -0.17 -1.36
H -5.99 3.19 -2.64
H -5.90 4.75 -1.81
H -6.50 3.32 -0.95
```

Its LUMO energy is 2.7413 eV. As for the orbital gap: 8.3 eV. The total charge is -1.



(4)
C36H47CuN5P2 | the ωB97M-V functional and the def2-TZVPD basis

Geometry as XYZ:
```
91
Properties=species:S:1:pos:R:3
Cu -0.08 1.30 0.32
C -1.50 1.47 -4.60
C -1.49 0.16 -4.31
C -0.54 -0.81 -4.95
C 0.91 -0.29 -5.02
C 1.40 0.40 -3.79
C 1.19 1.68 -3.41
C 0.67 2.70 -4.39
C -0.42 2.20 -5.35
C 2.18 0.61 1.79
H -2.42 2.06 -4.46
H -2.32 -0.29 -3.75
H -0.87 -1.02 -5.99
H -0.58 -1.79 -4.44
H 1.58 -1.16 -5.19
H 1.05 0.32 -5.92
H 2.23 -0.15 -3.31
H 1.67 2.08 -2.50
H 1.52 3.09 -5.01
H 0.28 3.57 -3.85
H -0.88 3.06 -5.86
H 0.01 1.61 -6.17
H 1.22 1.13 1.94
H 3.02 1.34 1.89
H 2.31 -0.19 2.55
P 2.13 -0.16 0.14
P -1.30 -0.60 0.30
N 3.20 0.90 -0.69
N 3.05 -1.53 0.69
N -2.37 0.54 -0.63
N -2.67 -1.57 0.64
C 1.08 -1.04 -1.10
C -0.39 -1.57 -0.92
C 3.16 2.30 -0.54
C 4.19 2.85 -1.28
C 4.86 1.77 -1.96
C 4.22 0.59 -1.61
C 4.26 -1.36 1.37
C 4.77 -2.62 1.64
C 3.85 -3.58 1.12
C 2.78 -2.89 0.57
C -3.33 1.41 -0.08
C -3.42 2.53 -0.89
C -2.46 2.40 -1.95
C -1.78 1.22 -1.72
C -3.61 -2.12 -0.24
C -4.52 -2.84 0.51
C -4.16 -2.73 1.89
C -3.02 -1.94 1.94
H 1.72 -1.87 -1.44
H 1.02 -0.30 -1.91
H -0.88 -1.56 -1.91
H -0.37 -2.62 -0.59
H 2.43 2.78 0.10
H 4.45 3.90 -1.34
H 5.71 1.87 -2.63
H 4.41 -0.43 -1.90
H 4.62 -0.37 1.62
H 5.69 -2.80 2.16
H 3.95 -4.65 1.15
H 1.89 -3.23 0.07
H -3.83 1.17 0.85
H -4.05 3.39 -0.73
H -2.28 3.08 -2.78
H -0.91 0.79 -2.22
H -3.53 -1.95 -1.31
H -5.36 -3.39 0.12
H -4.64 -3.17 2.74
H -2.38 -1.60 2.74
C -1.93 -1.88 5.23
N -0.88 -1.78 4.24
C -0.10 -3.00 4.25
C -0.09 -0.56 4.23
C -0.85 0.67 3.85
C -1.62 1.26 4.88
C -2.36 2.43 4.68
C -2.26 3.09 3.45
C -1.44 2.54 2.43
C -0.80 1.33 2.60
H -2.52 -2.78 5.00
H -2.60 -1.03 5.22
H -1.53 -2.00 6.25
H 0.70 -2.97 3.49
H 0.36 -3.17 5.25
H -0.77 -3.84 4.02
H 0.37 -0.43 5.21
H 0.71 -0.71 3.52
H -1.66 0.78 5.86
H -2.98 2.86 5.49
H -2.76 4.04 3.26
H -1.34 3.10 1.47
```

Its LUMO energy (alpha / beta) is 0.2604 / -0.5504 eV. Its expectation value of S² is 0.756. Its spin multiplicity is 2. The energy relative to the best compared isomer or geometry (same formula, charge and spin) comes out at 99.2 kcal per mole. As for the orbital gap (alpha / beta): 6.4 / 5.7 eV. The total charge is 0.



(5)
C5H8N4 | the ωB97M-V functional and the def2-TZVPD basis

Geometry as XYZ:
```
17
Properties=species:S:1:pos:R:3
C -0.85 0.15 2.15
C -1.36 -1.69 0.47
C -1.44 -1.00 1.67
C 0.74 -0.07 0.34
C -0.05 0.47 -1.89
N -0.34 1.15 2.45
N -0.94 -1.27 -0.68
N -0.01 -0.27 -0.66
N 1.68 0.88 0.43
H -2.03 -2.51 0.21
H -1.70 -1.66 2.61
H 0.70 -0.90 1.02
H 0.39 -0.05 -2.77
H -1.17 0.67 -2.06
H 0.42 1.41 -1.54
H 2.08 1.30 1.29
H 1.80 1.68 -0.25
```

Its LUMO energy is 0.4820 eV. The energy relative to the best compared isomer or geometry (same formula, charge and spin) comes out at 79.8 kcal per mole. As for the orbital gap: 7.7 eV. The total charge is 0.



(6)
C5H8O2S | the ωB97M-V functional and the def2-TZVPD basis

Geometry as XYZ:
```
16
Properties=species:S:1:pos:R:3
C -1.28 1.95 0.11
C -0.01 1.33 -0.16
C 0.19 0.09 -0.42
C -0.77 -1.19 -0.25
O -0.63 -1.83 1.02
C 1.60 -0.25 -0.17
O 1.79 -1.53 -0.59
S 2.99 0.66 0.37
H -1.41 2.49 1.02
H -2.03 1.14 0.32
H -1.60 2.80 -0.70
H 1.02 1.76 0.21
H -1.81 -1.10 -0.34
H -0.67 -1.82 -1.24
H -0.07 -2.68 0.82
H 2.67 -1.83 -0.01
```

The SMILES is C/C=C(\CO)C(O)=S. Its LUMO energy is -0.2864 eV. The energy relative to the best compared isomer or geometry (same formula, charge and spin) comes out at 82.0 kcal per mole. As for the orbital gap: 8.5 eV. The total charge is 0.